Entry 1:
C24H33N3O3 | ωB97M-V/def2-TZVPD

Each line ends with the Mulliken charge.
Positions of all 63 atoms, in Å:
C -8.361795 2.798335 -0.220029  -0.513
H -0.742027 -0.514391 -0.092029  0.170
H 4.091480 3.039979 -1.230915  0.423
H 1.202275 -0.749908 -1.186120  0.335
C 4.810729 2.858103 -0.432108  -0.725
C 1.616038 -1.768173 -1.169599  -0.576
H 4.760432 -1.191018 -0.032164  0.551
H -9.425419 2.888863 -0.385992  0.375
C -0.745597 -1.168777 0.780878  0.064
H 2.124231 -0.082416 0.975432  0.343
C -7.744351 1.571239 -0.363159  -0.491
H -3.040750 -3.782021 -0.922545  0.469
C 3.848129 0.648821 -0.700751  0.283
C 6.238447 3.118275 -0.916485  -0.583
C -2.397517 -3.355277 -0.151369  -1.249
H -4.571908 2.484505 0.369030  0.322
H 5.595408 0.088433 1.284830  0.417
C -5.635606 2.561278 0.202839  -0.421
H 3.491509 -0.670302 1.920581  0.600
H 7.281343 0.787746 -0.392091  0.341
C 2.219230 -2.227374 1.135339  -1.260
H -0.160753 -3.165090 1.315188  0.342
H -3.736714 0.505444 0.093461  0.458
H 1.198742 -2.318893 -2.016276  0.450
H 6.430267 2.522566 -1.821699  0.316
C -6.369864 1.428220 -0.155395  1.076
H -2.663342 -0.456231 1.513648  0.577
H -0.986886 -2.566470 -1.555216  0.364
C -7.618884 3.912135 0.135679  -0.433
C 5.657489 1.134050 0.995825  -0.530
H 7.814019 1.281418 1.243446  0.347
C -5.773571 0.115302 -0.320742  -0.427
H -2.184968 -2.040628 2.126777  0.307
O 3.154572 1.077403 -1.604419  -0.695
H -8.326726 0.704869 -0.642278  0.351
C -0.966492 -3.188156 -0.660091  -0.731
C 2.891599 -0.857303 1.028238  -0.765
C -4.490628 -0.223103 -0.158851  -0.665
C 3.126355 -1.671970 -1.339306  -1.564
H -5.671380 4.653967 0.621830  0.372
H 2.999645 -3.000742 1.126847  0.404
H 5.466273 1.757092 1.878595  0.207
H -6.456027 -0.677744 -0.602560  0.332
H 6.385309 4.175412 -1.140637  0.360
H 3.549301 -2.676557 -1.309740  0.438
O 7.182095 2.792218 0.082048  -0.376
H -8.099352 4.872730 0.248555  0.374
N 4.686545 1.470612 -0.019629  0.043
H 3.340664 -1.232874 -2.313995  0.501
H 1.694972 -2.304950 2.090708  0.570
H -0.545615 -4.159186 -0.919527  0.366
C -0.107612 -2.526473 0.421920  -0.444
H 4.588713 3.504561 0.424116  0.326
N -2.943194 -2.062090 0.203210  0.216
O -4.691446 -2.336064 -1.185124  -0.699
C 7.065945 1.444537 0.465831  -0.679
H -2.411886 -4.010736 0.728269  0.360
N 1.293102 -2.500737 0.046785  0.163
C -2.189240 -1.396383 1.235508  -1.439
C -4.064387 -1.616208 -0.422298  0.673
C -6.254731 3.787438 0.345439  -0.582
C 3.760265 -0.803071 -0.241229  0.450
H -0.186447 -0.684241 1.583499  0.412

Forces on atoms 1 to 3 (eV/Å):
C -0.09 0.15 0.02
H 0.01 0.09 -0.01
H 0.08 0.04 0.12

LUMO	0.277	eV
SMILES	O=C(/C=C/c1ccccc1)N1CCC(N2CCC(C(=O)N3CCOCC3)CC2)CC1
net charge	0
HOMO-LUMO gap	8.413	eV
multiplicity	1

Entry 2:
C2O2S | ωB97M-V/def2-TZVPD

Each line ends with the Mulliken charge.
Positions of all 5 atoms, in Å:
C 1.232094 -0.027427 0.095125  1.003
O 2.344860 -0.284870 0.035142  -0.297
S -1.215211 -0.454998 -0.045294  0.441
C 0.078289 0.501504 -0.069441  -0.758
O -2.440034 0.265790 -0.015530  -0.389

Forces on atoms 1 to 3 (eV/Å):
C 1.66 0.02 -1.16
O 1.06 -0.65 0.67
S 1.90 -0.11 0.15

LUMO	-1.751	eV
net charge	0
HOMO-LUMO gap	8.623	eV
multiplicity	1

Entry 3:
C3H24NO10S | ωB97M-V/def2-TZVPD

Each line ends with the Mulliken charge.
Positions of all 39 atoms, in Å:
S -1.158811 1.467108 -2.606518  -0.638
H 0.619297 -1.056403 3.201861  0.430
H -2.194463 -0.440833 -3.124431  0.237
H 0.739734 -2.192581 2.006990  0.327
H -1.683173 1.897650 1.862330  0.327
H 2.994346 -0.639413 -0.028141  0.342
H -1.192539 -1.761002 1.717284  0.466
H -1.276350 2.855278 0.436170  0.344
H -0.013315 -1.026560 -2.846538  0.524
H 3.552770 -1.516317 -1.159429  0.287
H 1.629944 -0.162195 1.131014  0.526
C 0.504922 -1.771213 -0.804360  0.334
O 0.326772 -1.904689 2.801685  -0.852
N -0.501838 -2.658842 -1.054933  -0.280
C 0.552115 -0.677061 -1.953758  -0.942
O 1.231356 -1.663236 0.180346  -0.791
H 1.447684 0.830999 2.922015  0.407
H 1.944571 3.326929 -1.600480  0.313
O 0.798912 0.487814 3.587669  -0.846
O -2.071115 2.437673 0.190598  -0.639
O 1.283668 3.552821 -0.959578  -0.661
H -0.825857 -3.354033 -0.438003  0.281
H -0.076936 0.905403 3.342500  0.501
H -2.179195 2.363087 -0.762748  0.189
O 3.374456 -0.626529 -0.887357  -0.655
H -0.259635 0.644326 -0.429114  -0.214
O 2.023752 0.755422 1.286537  -0.787
C 0.110164 0.702725 -1.534995  0.300
O -2.007094 -1.791516 1.098798  -0.690
O -1.560519 1.197240 2.541844  -0.707
H 1.686276 1.301162 0.557138  0.442
O -2.485163 -1.363486 -2.835949  -0.694
H 1.626133 -0.667425 -2.219459  0.368
H -1.993961 -1.019103 0.548816  0.283
H -1.147511 -2.228295 -1.715146  0.254
H 0.369383 3.462517 -1.102691  0.309
H 1.026812 1.263755 -1.546371  0.020
H -3.256016 -1.266664 -2.252279  0.309
H -1.959586 0.335491 2.448676  0.272

Forces on atoms 1 to 3 (eV/Å):
S 0.19 0.21 0.02
H 0.34 0.34 -0.52
H -0.32 -0.59 0.85

LUMO	2.987	eV
net charge	-1
HOMO-LUMO gap	7.432	eV
multiplicity	1